# 1
DFT (wB97M-V/def2-TZVPD) results for a structure of composition C21H27N5O2S2Tl.

XYZ file:
```
58
C21H27N5O2S2Tl (wB97M-V/def2-TZVPD)
Tl -0.7545 -0.1382 -0.4927
N 0.2297 -3.0251 2.0583
C 0.3157 -3.4439 0.8271
N 0.3767 -2.6875 -0.2724
C 0.5208 -3.4400 -1.4181
C 0.5331 -4.7847 -1.2728
S 0.3795 -5.2112 0.3966
C 0.7062 -2.7705 -2.7132
C 1.1428 -3.3748 -3.8440
S 1.3378 -2.2168 -5.1089
C 0.8197 -0.9667 -3.9975
N 0.5122 -1.4012 -2.8106
N 0.7018 0.3218 -4.4160
H -0.5956 -1.5373 2.2905
H 0.1417 -3.7750 2.7289
H 0.6148 -5.5416 -2.0372
H 1.3748 -4.4133 -4.0160
H 1.2480 0.6137 -5.2051
H 0.5949 0.9876 -3.6617
C -1.5785 1.1470 3.8286
C -0.6895 -0.0688 3.6023
C 0.7793 0.3501 3.4893
C -0.8569 -1.0457 4.7712
O -1.1067 -0.6779 2.3922
H -1.3220 1.6391 4.7713
H -2.6258 0.8378 3.8660
H -1.4459 1.8474 3.0039
H 1.1014 0.9127 4.3709
H 0.9038 0.9663 2.5973
H 1.4049 -0.5404 3.3828
H -0.5280 -0.5797 5.7050
H -0.2596 -1.9440 4.6018
H -1.9055 -1.3348 4.8712
C -0.7551 5.0957 0.5153
C 0.4690 5.1128 1.4318
C 0.7751 3.6231 1.6135
O -0.4174 2.9062 1.2897
C -1.4550 3.8234 0.9663
H -0.4466 5.0015 -0.5230
H -1.3860 5.9786 0.6251
H 0.2172 5.5680 2.3927
H 1.3156 5.6506 1.0054
H 1.0659 3.3896 2.6408
H 1.5632 3.2860 0.9407
H -2.0742 4.0168 1.8534
H -2.0769 3.3670 0.1952
N 0.8655 6.5843 -4.5708
C 0.7765 5.6240 -3.9409
C 0.6655 4.4230 -3.1616
C 1.7798 3.8973 -2.5020
C 1.6641 2.7130 -1.7876
C 0.4634 1.9881 -1.6570
C -0.6291 2.5812 -2.3199
C -0.5533 3.7475 -3.0670
H 2.7281 4.4189 -2.5763
H 2.5685 2.3227 -1.3243
H -1.6001 2.0800 -2.2770
H -1.4214 4.1424 -3.5847
```

Values from the calculation:
total charge: -1
electronic energy: -60125.77092 eV
orbital gap: 0.2351 Eh
2S+1: 1
strongest force on any atom: 0.5 eV/Å


# 2
DFT (wB97M-V/def2-TZVPD) results for a cluster of 2 separate species, C21H27N5O4 in total in a non-equilibrium geometry.

XYZ file:
```
57
C21H27N5O4 (wB97M-V/def2-TZVPD)
O 1.5342 -3.3859 0.6772
O 3.8085 3.7918 -2.1860
O 3.8188 -0.8667 -4.7502
N -0.4922 -0.0417 3.3132
O -6.0641 -0.8223 5.5967
C 1.2870 -2.9226 1.7743
C 4.0071 2.6565 -2.6017
C 3.1718 -0.0106 -4.1568
C 0.3591 -1.0563 3.0998
C -1.4031 0.2070 2.3826
C -1.5182 -0.5310 1.2098
C -5.9620 -1.3975 1.9773
C -6.2979 -1.5307 3.3281
C -0.6473 -1.5887 0.9853
C -5.0670 -0.3991 1.5797
C -4.8510 0.3225 3.8785
C -5.7419 -0.6753 4.2786
C 0.3195 -1.8567 1.9567
C -4.5007 0.4694 2.5272
N 1.9743 -3.4884 2.8083
N 2.2816 0.7775 -4.7762
N -2.1998 1.2679 2.7101
N 3.2533 1.6074 -2.2161
C 5.1439 2.4408 -3.5872
C 1.9497 0.6887 -6.1965
C -3.5163 1.5341 2.1089
C 2.2921 1.6903 -1.1272
C 2.1834 0.2725 -0.5781
C 2.3759 -0.5797 -1.8306
C 3.4019 0.2133 -2.6546
H -5.5546 -0.1966 6.1351
H 1.1133 -1.2445 3.8582
H -2.2734 -0.2870 0.4762
H -6.3914 -2.0708 1.2407
H -6.9896 -2.3014 3.6524
H -0.7107 -2.1820 0.0743
H -4.8103 -0.3088 0.5286
H -4.4139 0.9861 4.6162
H 1.6012 -3.3845 3.7447
H 2.4810 -4.3348 2.5642
H 1.8078 1.4717 -4.2183
H -2.0421 1.5670 3.6657
H 5.7596 1.6005 -3.2708
H 4.7389 2.2558 -4.5799
H 5.7587 3.3393 -3.6140
H 2.7582 1.1152 -6.7929
H 1.8231 -0.3582 -6.4814
H 1.0236 1.2277 -6.4008
H -3.8790 2.5110 2.4459
H -3.4394 1.5857 1.0176
H 1.3274 2.0185 -1.5161
H 2.6296 2.3713 -0.3442
H 1.2158 0.1033 -0.1111
H 2.9945 0.0846 0.1269
H 2.7416 -1.5783 -1.5865
H 1.4263 -0.6445 -2.3646
H 4.4035 -0.1330 -2.3973
```

Values from the calculation:
SMILES: NC(=O)c1ccc(NCc2cccc(O)c2)nc1.CNC(=O)[C@@H]1CCCN1C(C)=O
total charge: 0
electronic energy: -37857.47311 eV
orbital gap: 0.3330 Eh
2S+1: 1
strongest force on any atom: 2.2 eV/Å


What did the second record say?
DFT (wB97M-V/def2-TZVPD) results for a cluster of 2 separate species, C21H27N5O4 in total in a non-equilibrium geometry.

XYZ file:
```
57
C21H27N5O4 (wB97M-V/def2-TZVPD)
O 1.5342 -3.3859 0.6772
O 3.8085 3.7918 -2.1860
O 3.8188 -0.8667 -4.7502
N -0.4922 -0.0417 3.3132
O -6.0641 -0.8223 5.5967
C 1.2870 -2.9226 1.7743
C 4.0071 2.6565 -2.6017
C 3.1718 -0.0106 -4.1568
C 0.3591 -1.0563 3.0998
C -1.4031 0.2070 2.3826
C -1.5182 -0.5310 1.2098
C -5.9620 -1.3975 1.9773
C -6.2979 -1.5307 3.3281
C -0.6473 -1.5887 0.9853
C -5.0670 -0.3991 1.5797
C -4.8510 0.3225 3.8785
C -5.7419 -0.6753 4.2786
C 0.3195 -1.8567 1.9567
C -4.5007 0.4694 2.5272
N 1.9743 -3.4884 2.8083
N 2.2816 0.7775 -4.7762
N -2.1998 1.2679 2.7101
N 3.2533 1.6074 -2.2161
C 5.1439 2.4408 -3.5872
C 1.9497 0.6887 -6.1965
C -3.5163 1.5341 2.1089
C 2.2921 1.6903 -1.1272
C 2.1834 0.2725 -0.5781
C 2.3759 -0.5797 -1.8306
C 3.4019 0.2133 -2.6546
H -5.5546 -0.1966 6.1351
H 1.1133 -1.2445 3.8582
H -2.2734 -0.2870 0.4762
H -6.3914 -2.0708 1.2407
H -6.9896 -2.3014 3.6524
H -0.7107 -2.1820 0.0743
H -4.8103 -0.3088 0.5286
H -4.4139 0.9861 4.6162
H 1.6012 -3.3845 3.7447
H 2.4810 -4.3348 2.5642
H 1.8078 1.4717 -4.2183
H -2.0421 1.5670 3.6657
H 5.7596 1.6005 -3.2708
H 4.7389 2.2558 -4.5799
H 5.7587 3.3393 -3.6140
H 2.7582 1.1152 -6.7929
H 1.8231 -0.3582 -6.4814
H 1.0236 1.2277 -6.4008
H -3.8790 2.5110 2.4459
H -3.4394 1.5857 1.0176
H 1.3274 2.0185 -1.5161
H 2.6296 2.3713 -0.3442
H 1.2158 0.1033 -0.1111
H 2.9945 0.0846 0.1269
H 2.7416 -1.5783 -1.5865
H 1.4263 -0.6445 -2.3646
H 4.4035 -0.1330 -2.3973
```

Values from the calculation:
SMILES: NC(=O)c1ccc(NCc2cccc(O)c2)nc1.CNC(=O)[C@@H]1CCCN1C(C)=O
total charge: 0
electronic energy: -37857.47311 eV
orbital gap: 0.3330 Eh
2S+1: 1
strongest force on any atom: 2.2 eV/Å